106
Properties=species:S:1:pos:R:3:forces:R:3:lowdin_charge:R:1 method="wB97M-V/def2-TZVPD" de_lowest_ev=0.109 homo_energy_ev="-4.397 / -7.065" energy_ha=-2132.83277 multiplicity=5 s2=6.022 orbital_gap_ha="0.1681 / 0.1794"
Ir -0.000615 0.005894 -1.280093 -0.03 0.08 0.29 1.53
C -5.609303 -2.220968 0.176277 0.02 0.04 -0.04 -0.08
C -5.411243 -1.620468 -1.221078 0.02 -0.03 0.06 -0.19
C -4.251164 -0.678541 -1.281797 -0.02 -0.02 0.02 -0.14
C -4.261162 0.681603 -1.248804 -0.05 -0.01 -0.01 -0.13
C -5.434134 1.600265 -1.142425 0.03 0.03 0.06 -0.19
C -5.704402 2.036415 0.303355 0.02 -0.01 -0.05 -0.08
C -2.879278 1.115378 -1.273007 0.07 -0.01 0.02 -0.22
C -2.455471 2.411924 -1.231374 -0.05 0.01 0.00 0.02
C -1.112488 2.834505 -1.233918 0.13 0.14 0.00 -0.20
C -0.692933 4.181199 -1.140742 -0.09 -0.07 -0.03 -0.14
C -1.597824 5.368576 -1.057598 -0.02 0.01 -0.07 -0.19
C -2.020980 5.876952 -2.440421 0.01 -0.02 0.04 -0.08
C 0.685060 4.189537 -1.172005 0.08 0.01 0.04 -0.13
C 1.127978 2.833101 -1.257425 -0.27 0.04 0.00 -0.22
C 2.432236 2.425605 -1.245412 0.17 -0.01 -0.01 0.02
C 2.872204 1.086440 -1.269307 -0.11 -0.04 0.02 -0.21
N 2.054247 0.003913 -1.314224 0.21 0.09 -0.02 -0.04
C 2.875897 -1.114326 -1.282878 0.12 0.13 0.01 -0.22
C 2.443203 -2.414674 -1.288930 -0.19 -0.18 -0.02 0.02
C 1.108208 -2.826168 -1.328339 0.08 0.16 0.04 -0.20
N 0.000610 -1.988182 -1.375063 0.00 0.08 -0.04 -0.06
C -1.127898 -2.826749 -1.354776 0.13 0.02 0.00 -0.22
C -2.427962 -2.422643 -1.343840 -0.09 0.07 -0.01 0.03
C -2.871153 -1.086003 -1.325728 0.05 -0.09 -0.02 -0.21
N -2.054357 0.002828 -1.330214 -0.17 -0.01 -0.02 -0.04
C -0.684202 -4.194076 -1.319592 0.10 -0.05 0.01 -0.12
C 0.684663 -4.187847 -1.302591 -0.11 -0.12 0.01 -0.13
C 1.610330 -5.357189 -1.200377 0.02 0.00 0.06 -0.19
C 2.099101 -5.589968 0.234841 -0.03 0.02 -0.05 -0.08
C -1.597876 -5.371529 -1.241302 -0.03 0.00 0.06 -0.18
C -2.139678 -5.593776 0.177532 0.03 0.02 -0.04 -0.07
C 4.256275 -0.688854 -1.232325 -0.07 -0.06 0.00 -0.13
C 4.251589 0.672766 -1.222673 0.06 0.05 -0.01 -0.14
C 5.413494 1.608750 -1.123608 -0.04 0.04 0.05 -0.19
C 5.626670 2.135974 0.300663 -0.02 -0.03 -0.04 -0.08
C 5.422369 -1.617689 -1.144314 -0.01 -0.04 0.07 -0.19
C 5.640998 -2.145421 0.279819 -0.01 0.03 -0.05 -0.08
N -0.001587 1.998222 -1.316655 0.05 -0.18 -0.02 -0.06
C 1.581199 5.374115 -1.034991 0.03 -0.01 0.07 -0.19
C 2.008203 5.597149 0.422275 -0.01 -0.01 -0.04 -0.08
H -6.440300 -2.928181 0.189247 0.01 0.00 0.00 0.07
H -5.818274 -1.433399 0.902443 0.00 -0.01 0.00 0.07
H -4.709195 -2.742797 0.506656 -0.01 0.00 0.00 0.06
H -6.319982 -1.093747 -1.517841 -0.01 -0.01 -0.02 0.10
H -5.271856 -2.426426 -1.947201 0.00 0.00 -0.01 0.11
H -6.320479 1.107187 -1.545575 -0.01 0.00 -0.01 0.10
H -5.263782 2.485233 -1.761125 -0.02 0.00 -0.02 0.11
H -5.898957 1.167220 0.933955 -0.01 0.01 0.00 0.07
H -6.567803 2.701495 0.359473 0.01 0.00 0.00 0.07
H -4.839139 2.558560 0.715716 -0.01 -0.01 0.00 0.07
H -3.210155 3.184053 -1.182484 0.01 0.00 0.00 0.10
H -1.093939 6.169684 -0.511720 -0.01 0.00 0.00 0.11
H -2.486994 5.114434 -0.476351 0.01 0.01 0.03 0.11
H -1.146812 6.162310 -3.028286 -0.01 0.00 0.00 0.07
H -2.677618 6.744765 -2.358680 0.00 -0.01 -0.01 0.07
H -2.548639 5.096063 -2.990816 0.01 0.01 0.00 0.07
H 3.191498 3.193546 -1.196478 0.00 -0.01 0.00 0.10
H 3.194268 -3.191186 -1.252895 -0.01 0.00 -0.01 0.10
H -3.187522 -3.191934 -1.334919 0.00 0.00 0.00 0.10
H 2.470766 -5.201988 -1.856351 0.00 -0.01 -0.02 0.11
H 1.105354 -6.254321 -1.562569 0.00 -0.01 -0.01 0.10
H 2.615672 -4.706402 0.613940 -0.01 -0.01 0.01 0.06
H 2.783066 -6.438519 0.285975 0.00 0.01 0.00 0.07
H 1.255312 -5.788460 0.897736 0.01 0.00 0.00 0.07
H -1.065852 -6.266319 -1.568251 -0.01 -0.01 -0.02 0.10
H -2.432856 -5.233994 -1.933233 0.00 -0.01 -0.01 0.11
H -1.319705 -5.765197 0.876619 -0.01 0.00 0.00 0.07
H -2.805544 -6.457285 0.210449 0.00 0.01 0.00 0.07
H -2.691112 -4.718427 0.523529 0.01 -0.01 0.01 0.06
H 5.263645 2.453045 -1.802616 0.02 0.00 -0.02 0.11
H 6.318478 1.100250 -1.460561 0.01 0.00 -0.01 0.10
H 4.750028 2.687783 0.645612 0.01 -0.01 0.01 0.06
H 6.490972 2.800250 0.351079 -0.01 0.00 0.00 0.07
H 5.788856 1.307970 0.992857 0.01 0.01 0.00 0.07
H 6.323451 -1.102645 -1.482064 0.01 -0.01 -0.01 0.10
H 5.273843 -2.460095 -1.825187 0.00 0.00 -0.01 0.11
H 5.864016 -1.322204 0.961005 -0.01 -0.02 0.00 0.07
H 6.470260 -2.853943 0.315532 -0.01 0.01 0.00 0.07
H 4.743164 -2.645687 0.647612 0.02 0.00 0.00 0.06
H 1.067901 6.263468 -1.406793 0.01 0.01 0.00 0.11
H 2.468494 5.242806 -1.658819 0.00 0.01 -0.02 0.11
H 1.134017 5.755876 1.056238 0.01 0.00 0.00 0.07
H 2.662195 6.465892 0.512808 0.00 -0.01 0.00 0.07
H 2.538461 4.722292 0.802750 -0.01 0.02 0.00 0.07
C 1.936551 -0.404379 3.057433 -0.02 -0.01 -0.06 0.00
C 0.449309 -0.666855 2.855771 0.00 0.05 0.02 -0.46
C -0.037491 -1.760646 3.781659 0.00 -0.01 0.01 0.00
O 0.294434 -1.118527 1.483419 -0.03 0.01 -0.02 0.11
B 0.006112 -0.001020 0.751379 0.00 -0.01 -0.22 -0.67
O -0.272791 1.105974 1.501771 0.04 -0.02 -0.02 0.11
C -0.407481 0.636594 2.870022 0.00 -0.06 0.03 -0.46
C 0.093009 1.718304 3.802799 0.00 0.01 0.01 0.00
C -1.891574 0.371110 3.090774 0.02 0.01 -0.06 0.00
H 2.483699 -1.316924 2.817224 0.00 0.01 0.02 0.10
H 2.158041 -0.120720 4.087024 0.00 0.00 -0.01 0.09
H 2.284036 0.383907 2.385800 0.01 0.00 0.03 0.10
H 0.615658 -2.629166 3.689217 -0.01 0.01 0.01 0.09
H -1.051764 -2.067565 3.533487 0.01 0.00 0.01 0.09
H -0.012355 -1.418493 4.818778 -0.01 -0.02 -0.01 0.10
H 1.102966 2.030039 3.543011 -0.01 0.00 0.01 0.09
H 0.084665 1.361678 4.835339 0.01 0.02 -0.01 0.10
H -0.562275 2.587166 3.732727 0.01 -0.01 0.01 0.09
H -2.249954 -0.406833 2.412964 -0.01 0.00 0.03 0.10
H -2.441813 1.287298 2.872784 0.00 -0.01 0.01 0.10
H -2.097044 0.071961 4.119301 0.00 0.00 -0.01 0.09